{
  "formula": "C25H44I2N2O12",
  "method": "ωB97M-V with the def2-TZVPD basis set",
  "gap_ev": 9.46,
  "e_above_lowest_ev": 0.000,
  "lumo_ev": -0.224,
  "total_charge": 0,
  "smiles": "CC[C@@](C#N)(CC#N)[C@@H](I)[C@@H](C)I.CCOC(=O)OC.CCOC(=O)OC.CCOC(=O)OC.CCOC(=O)OC",
  "multiplicity": 1,
  "species": ["C", "C", "C", "C", "N", "C", "C", "N", "C", "I", "C", "C", "I", "H", "H", "H", "H", "H", "H", "H", "H", "H", "H", "H", "H", "C", "C", "O", "C", "O", "O", "C", "H", "H", "H", "H", "H", "H", "H", "H", "C", "C", "O", "C", "O", "O", "C", "H", "H", "H", "H", "H", "H", "H", "H", "C", "C", "O", "C", "O", "O", "C", "H", "H", "H", "H", "H", "H", "H", "H", "C", "C", "O", "C", "O", "O", "C", "H", "H", "H", "H", "H", "H", "H", "H"],
  "xyz": [[3.2378, -5.4361, -0.7750], [1.9731, -4.5753, -0.8404], [1.6754, -3.7042, -2.1021], [0.2816, -3.2597, -1.8509], [-0.7839, -2.8961, -1.6454], [2.5110, -2.3797, -2.1135], [3.8353, -2.4844, -1.5009], [4.8723, -2.5510, -1.0209], [1.6323, -4.4638, -3.4725], [0.6906, -3.1664, -4.9497], [2.8914, -5.0108, -4.1808], [4.2241, -4.2944, -4.0274], [3.1593, -7.1344, -3.8445], [4.0788, -5.0291, -1.3283], [3.0327, -6.4509, -1.1035], [3.5570, -5.5010, 0.2670], [1.9626, -3.8812, 0.0037], [1.1060, -5.2259, -0.7000], [1.9677, -1.6099, -1.5627], [2.6233, -1.9989, -3.1287], [0.9170, -5.2754, -3.3587], [2.6609, -5.0368, -5.2379], [4.1094, -3.2135, -4.1293], [4.8831, -4.6126, -4.8357], [4.7339, -4.5087, -3.0912], [-0.2268, 1.2960, -0.0260], [-0.6335, 1.8122, -1.3890], [-0.0256, 3.0870, -1.6739], [1.2467, 3.0402, -2.0569], [1.9141, 2.0489, -2.2088], [1.6692, 4.2938, -2.2308], [3.0540, 4.4164, -2.5690], [-0.4475, 2.0370, 0.7437], [-0.7764, 0.3815, 0.1998], [0.8404, 1.0777, 0.0074], [-1.7053, 1.9976, -1.4309], [-0.3798, 1.1061, -2.1790], [3.2968, 3.8016, -3.4327], [3.6765, 4.1248, -1.7242], [3.2090, 5.4663, -2.7995], [1.5546, 6.1331, 0.4533], [0.3749, 6.4705, 1.3368], [0.2539, 5.5471, 2.4344], [1.0719, 5.7697, 3.4608], [1.8683, 6.6677, 3.5567], [0.8768, 4.8064, 4.3629], [1.7239, 4.8915, 5.5127], [1.4909, 5.0963, 0.1282], [1.5561, 6.7736, -0.4285], [2.4930, 6.2749, 0.9896], [-0.5602, 6.3641, 0.7899], [0.4357, 7.4869, 1.7246], [1.6580, 5.8771, 5.9683], [2.7570, 4.6851, 5.2378], [1.3628, 4.1332, 6.2007], [-7.3042, 0.5123, -2.6874], [-7.0089, 1.8771, -3.2679], [-6.9408, 2.8870, -2.2447], [-5.7947, 2.9374, -1.5704], [-4.8249, 2.2484, -1.7614], [-5.8960, 3.8905, -0.6442], [-4.7320, 4.0498, 0.1732], [-8.2123, 0.5442, -2.0844], [-7.4460, -0.2098, -3.4917], [-6.4825, 0.1708, -2.0594], [-7.8143, 2.2077, -3.9208], [-6.0792, 1.8779, -3.8359], [-3.8457, 4.1945, -0.4412], [-4.5960, 3.1786, 0.8122], [-4.9168, 4.9311, 0.7795], [-0.7309, -3.9791, 6.8772], [-0.2045, -5.0290, 5.9242], [-0.8417, -4.9463, 4.6373], [-0.3744, -3.9941, 3.8310], [0.5257, -3.2323, 4.0785], [-1.0921, -4.0091, 2.7088], [-0.7351, -2.9954, 1.7626], [-1.8166, -4.0461, 6.9542], [-0.3019, -4.1292, 7.8681], [-0.4683, -2.9788, 6.5358], [-0.4382, -6.0312, 6.2784], [0.8745, -4.9484, 5.7972], [0.3344, -3.0205, 1.5629], [-1.0072, -2.0111, 2.1420], [-1.2913, -3.2107, 0.8573]]
}